# 1
2 unconnected molecules or ions with the total composition C7H14NO2S in a non-equilibrium geometry, computed with ωB97M-V/def2-TZVPD.

ΔE to the lowest compared entry with this formula, charge and spin   405.4 kJ/mol
Energy   -878.0988 Eh
Lowest unoccupied orbital energy   -4.391 eV
Total charge   +1

XYZ file:
```
25
Properties=species:S:1:pos:R:3:lowdin_charge:R:1
C -0.213 0.835 1.268 -0.0885
C 1.629 0.072 -0.269 -0.0776
C 0.818 0.620 2.436 -0.1335
C 2.304 -0.366 1.027 -0.2076
C -0.647 -2.823 -1.336 -0.5819
C -0.427 0.726 -1.268 -0.0143
C -1.741 1.391 -1.152 -0.0543
N 0.140 0.312 -0.078 -0.1858
O 2.164 0.632 1.972 -0.1054
O -0.720 -2.168 -0.274 -0.0940
S -0.902 -2.013 -2.807 0.9175
H -1.076 0.304 1.761 0.1555
H -0.344 1.912 1.154 0.1300
H 2.140 1.012 -0.717 0.1709
H 1.680 -0.710 -1.044 0.1230
H 0.698 1.446 3.130 0.1380
H 0.772 -0.444 2.822 0.1474
H 1.930 -1.349 1.241 0.1288
H 3.310 -0.429 0.969 0.1085
H -0.391 -3.897 -1.475 0.1102
H -2.261 1.091 -0.249 0.0888
H -2.216 1.382 -2.065 0.0538
H -1.371 2.399 -0.826 0.1364
H -0.277 -0.857 0.034 0.1790
H -0.924 -3.122 -3.654 -0.0451
```


# 2
2 unconnected molecules or ions with the total composition C7H14NO3 in a non-equilibrium geometry, computed with ωB97M-V/def2-TZVPD.

ΔE to the lowest compared entry with this formula, charge and spin   0.0 kJ/mol
Energy   -555.4957 Eh
Multiplicity   2
Lowest unoccupied orbital energy (alpha / beta)   0.501 / -3.335 eV

XYZ file:
```
25
Properties=species:S:1:pos:R:3:lowdin_spin:R:1
C -0.866 -0.707 -0.472 0.0000
C -1.664 0.359 0.237 -0.0003
C -1.679 -2.627 0.781 0.0000
C 1.808 -1.135 0.893 0.0000
C 0.670 -2.086 1.133 0.0000
O 0.780 -3.063 1.844 0.0000
N -0.554 -1.715 0.622 0.0000
H -1.510 -1.286 -1.158 0.0000
H 0.029 -0.446 -1.024 0.0000
H -0.910 0.881 0.816 0.0001
H -2.270 0.161 1.129 0.0000
H -1.808 -3.586 0.273 0.0000
H 1.600 -0.138 1.267 0.0000
H -2.122 1.071 -0.449 -0.0005
H -1.857 -2.969 1.821 0.0000
H -2.591 -2.177 0.416 0.0000
H 2.711 -1.569 1.317 0.0000
H 1.968 -1.149 -0.195 0.0000
C 1.769 3.025 -1.408 0.0130
C 0.356 3.375 -1.109 0.0178
O -0.420 3.782 -2.008 0.5299
O -0.161 3.242 0.005 0.4323
H 1.940 2.377 -2.285 0.0023
H 2.443 2.477 -0.724 0.0056
H 2.336 3.904 -1.723 -0.0001
```


Number 1: molar mass 176.261 g mol⁻¹. Number 2: molar mass 160.193 g mol⁻¹.